1.
16
Properties=species:S:1:pos:R:3 method="wB97M-V/def2-TZVPD" relative_energy_kj_mol=604.8 orbital_gap_ev=9.185 lumo_energy_ha=0.03066 e_tot_ev=-17649.92497
C -1.157 -0.986 1.700
C 0.755 0.060 0.442
C 1.057 -0.838 -0.830
C 0.089 1.600 -1.067
C -0.518 0.562 -0.218
H -1.430 -1.504 0.647
H -0.261 -1.659 2.261
H -1.970 -0.744 2.456
H 1.537 0.928 0.559
H 0.136 -1.587 -0.789
H 2.071 -1.059 -1.082
H 0.848 2.388 -0.596
H -0.497 2.202 -1.911
H -1.301 -0.116 -0.697
N -0.298 0.299 1.272
S 0.939 0.455 -2.147

=====

2.
134
Properties=species:S:1:pos:R:3 method="wB97M-V/def2-TZVPD" orbital_gap_ev=8.159 lumo_energy_ha=-0.14665 e_tot_ev=-185642.24388 charge=+1
C -2.108 0.055 3.328
C -2.177 -1.046 2.321
O -1.816 -2.142 2.591
N -2.614 -0.818 0.937
C -1.675 0.114 0.278
C -4.021 -0.548 0.760
S -4.503 1.233 0.704
C -6.257 1.400 0.962
O -4.197 1.768 -0.598
O -3.851 1.915 1.787
C -4.292 -1.299 -0.573
C -4.259 -0.821 -1.956
C -5.683 -0.290 -2.309
C -5.956 -0.441 -3.811
O -6.606 -0.963 -1.458
C -7.945 -0.491 -1.548
C -8.717 -1.121 -0.422
C -8.899 -2.507 -0.359
C -9.622 -3.090 0.680
C -10.191 -2.304 1.684
C -10.005 -0.923 1.633
C -9.274 -0.344 0.593
N -4.550 -2.542 -0.287
P -4.761 -3.887 -1.357
O -6.115 -3.691 -2.116
O -5.014 -5.077 -0.360
S -3.224 -4.198 -2.470
C -4.617 -2.778 1.198
C -5.009 -1.373 1.622
C -5.210 -1.115 3.112
C -6.628 -1.543 3.425
O -6.893 -2.597 3.902
H -1.303 0.749 3.110
H -3.022 0.620 3.433
H -1.878 -0.406 4.279
H -1.966 0.357 -0.732
H -0.702 -0.358 0.244
H -1.549 1.026 0.853
H -6.415 1.551 2.022
H -6.831 0.586 0.546
H -6.490 2.319 0.436
H -3.555 -0.022 -2.138
H -4.054 -1.647 -2.625
H -5.760 0.768 -2.078
H -5.121 -0.892 -4.330
H -6.085 0.544 -4.247
H -6.871 -0.988 -4.002
H -7.984 0.590 -1.405
H -8.403 -0.777 -2.492
H -8.502 -3.158 -1.123
H -9.771 -4.157 0.721
H -10.770 -2.750 2.472
H -10.454 -0.322 2.409
H -9.165 0.732 0.596
H -6.086 -4.270 -2.896
H -4.286 -5.707 -0.474
H -5.397 -3.490 1.434
H -3.622 -3.110 1.475
H -5.984 -1.250 1.149
H -5.156 -0.049 3.310
H -4.547 -1.691 3.747
H -7.422 -0.826 3.151
C -0.809 0.618 -7.503
C -0.651 0.009 -8.907
C -1.866 0.055 -9.837
F -2.893 -0.656 -9.326
F -1.527 -0.493 -11.022
F -0.198 -1.258 -8.800
F 0.316 0.738 -9.527
O -1.048 -0.286 -6.432
C -2.305 -0.676 -6.083
C -2.478 -2.189 -6.223
F -2.302 -2.577 -7.495
F -3.740 -2.535 -5.855
F -3.259 -0.002 -6.745
F -2.468 -0.388 -4.758
H 0.165 1.044 -7.272
H -1.512 1.451 -7.497
H -2.187 1.087 -10.007
H -1.764 -2.718 -5.589
C 2.485 -1.822 1.287
C 2.639 -0.291 1.264
C 3.415 0.322 0.097
F 4.693 -0.093 0.093
F 3.419 1.669 0.245
F 3.152 0.127 2.433
F 1.371 0.229 1.173
O 3.364 -2.535 2.131
C 4.598 -2.958 1.691
C 5.729 -2.331 2.512
F 5.704 -0.987 2.396
F 6.912 -2.773 2.036
F 4.762 -2.742 0.373
F 4.656 -4.290 1.886
H 1.502 -2.000 1.723
H 2.450 -2.242 0.281
H 2.953 0.074 -0.863
H 5.631 -2.603 3.565
C 7.055 4.350 3.468
C 7.824 5.518 2.829
C 7.366 6.936 3.172
F 6.105 7.158 2.746
F 8.177 7.821 2.549
F 7.861 5.359 1.489
F 9.104 5.424 3.283
O 6.087 3.695 2.667
C 4.784 4.095 2.593
C 4.402 4.481 1.164
F 5.129 5.527 0.728
F 3.094 4.841 1.137
F 4.489 5.071 3.471
F 4.024 3.023 2.921
H 7.800 3.576 3.640
H 6.664 4.608 4.452
H 7.421 7.112 4.250
H 4.556 3.637 0.493
C 11.797 -0.372 2.136
C 12.121 1.105 1.852
C 12.390 2.017 3.051
F 11.303 2.115 3.844
F 12.687 3.256 2.599
F 11.154 1.640 1.075
F 13.273 1.107 1.125
O 10.433 -0.753 2.106
C 9.641 -0.674 3.220
C 8.471 0.285 2.998
F 8.926 1.529 2.743
F 7.714 0.335 4.120
F 10.340 -0.354 4.324
F 9.110 -1.900 3.428
H 12.239 -0.918 1.305
H 12.300 -0.732 3.034
H 13.235 1.647 3.638
H 7.853 -0.050 2.162

=====

3.
10
Properties=species:S:1:pos:R:3 method="wB97M-V/def2-TZVPD" relative_energy_kj_mol=330.2 orbital_gap_ev=9.562 lumo_energy_ha=0.00330 e_tot_ev=-20706.11687 smiles="O=c1cc[nH]n1Cl"
O 2.007 1.910 -1.879
C 1.134 1.314 -1.356
C 1.176 0.253 -0.337
C -0.088 -0.187 0.013
N -1.112 0.421 -0.713
N -0.198 1.458 -1.704
Cl -1.191 2.194 -2.900
H 1.973 -0.158 0.239
H -0.358 -1.047 0.570
H -1.785 1.119 -0.360

=====

4.
57
Properties=species:S:1:pos:R:3 method="wB97M-V/def2-TZVPD" orbital_gap_ev=8.036 lumo_energy_ha=-0.25885 e_tot_ev=-52994.07328 charge=+2
Ta -0.804 -0.226 0.620
C -3.380 1.034 -0.392
N -2.250 0.338 -1.107
C -2.890 -0.795 -1.866
C -1.982 -1.898 -2.384
C -1.343 -2.779 -1.322
N -0.296 -2.091 -0.530
C 0.855 -2.690 -0.505
C 2.028 -2.317 0.232
C 3.230 -3.010 0.021
C 4.346 -2.705 0.768
C 4.268 -1.721 1.756
C 3.086 -1.039 2.000
C 1.978 -1.339 1.230
O 0.798 -0.726 1.446
C -1.724 1.384 -2.050
C -0.556 1.013 -2.951
C 0.630 0.387 -2.205
N 0.568 0.761 -0.784
C 1.335 1.735 -0.406
C 1.263 2.473 0.822
C 2.269 3.405 1.126
C 2.154 4.219 2.230
C 1.009 4.144 3.025
C -0.014 3.256 2.731
C 0.127 2.415 1.645
O -0.841 1.516 1.333
H -4.124 1.340 -1.129
H -3.007 1.919 0.118
H -3.854 0.366 0.320
H -3.435 -0.345 -2.700
H -3.629 -1.241 -1.202
H -1.223 -1.528 -3.071
H -2.624 -2.549 -2.982
H -0.899 -3.648 -1.808
H -2.104 -3.145 -0.632
H 0.958 -3.597 -1.100
H 3.271 -3.787 -0.733
H 5.274 -3.234 0.602
H 5.142 -1.495 2.352
H 3.010 -0.294 2.780
H -1.446 2.235 -1.428
H -2.562 1.706 -2.674
H -0.242 1.949 -3.415
H -0.870 0.367 -3.769
H 1.573 0.728 -2.632
H 0.613 -0.695 -2.281
H 2.085 2.079 -1.119
H 3.138 3.475 0.483
H 2.936 4.925 2.471
H 0.911 4.794 3.885
H -0.907 3.199 3.339
O -3.642 -1.454 3.049
Cl -2.406 -1.710 2.461
O -1.914 -3.014 2.602
O -2.487 -1.405 0.938
O -1.398 -0.682 2.793

=====

5.
24
Properties=species:S:1:pos:R:3 method="wB97M-V/def2-TZVPD" relative_energy_kj_mol=122.2 orbital_gap_ev=8.819 lumo_energy_ha=-0.03222 e_tot_ev=-49485.66324
C -3.453 -0.257 -0.035
C -1.191 -0.969 0.560
C -1.463 1.212 -0.157
C 1.928 -1.493 -0.836
C 2.084 -0.379 0.220
C 1.374 1.008 0.041
N -2.565 -1.171 0.427
N -2.817 0.908 -0.316
N -0.680 0.232 0.152
O -4.627 -0.460 -0.163
O -0.466 -1.885 0.892
O -1.069 2.395 -0.225
S 3.837 0.022 0.624
S 1.380 2.043 1.316
S 1.109 1.521 -1.571
H 0.958 -1.989 -0.667
H 2.278 -1.338 -1.818
H 2.626 -2.300 -0.398
H 1.714 -0.545 1.207
H -2.950 -2.031 0.910
H -3.461 1.714 -0.691
H 3.549 0.500 1.729
H 0.469 2.890 0.936
H 1.437 0.373 -2.137

=====

6.
64
Properties=species:S:1:pos:R:3 method="wB97M-V/def2-TZVPD" orbital_gap_ev="4.898 / 4.918" lumo_energy_ha="-0.55116 / -0.55091" e_tot_ev=-66306.60806 charge=+4
P 3.443 -0.556 0.205
C 3.956 -0.585 1.949
H 5.044 -0.735 1.994
H 3.433 -1.383 2.492
H 3.690 0.375 2.411
C 3.801 -2.266 -0.318
H 3.636 -2.352 -1.400
H 3.102 -2.948 0.188
H 4.840 -2.514 -0.063
C 4.753 0.425 -0.583
H 5.729 -0.030 -0.354
H 4.701 1.453 -0.192
H 4.594 0.473 -1.671
P -1.027 3.273 -0.313
C -1.172 4.093 1.312
H -1.484 5.134 1.156
H -0.207 4.067 1.832
H -1.915 3.567 1.923
C 0.055 4.440 -1.214
H 0.075 4.167 -2.276
H 1.076 4.357 -0.817
H -0.318 5.463 -1.089
C -2.667 3.632 -1.033
H -2.803 4.718 -1.124
H -3.440 3.203 -0.380
H -2.757 3.162 -2.020
P -2.481 -2.413 0.265
C -3.102 -2.489 1.971
H -4.011 -3.098 1.971
H -3.335 -1.472 2.303
H -2.347 -2.911 2.644
C -4.011 -2.502 -0.717
H -4.659 -3.294 -0.314
H -3.767 -2.700 -1.771
H -4.513 -1.524 -0.658
C -1.753 -4.076 0.071
H -2.554 -4.824 0.001
H -1.089 -4.286 0.920
H -1.144 -4.082 -0.842
Hf 0.017 0.002 -0.934
C 1.365 1.619 0.130
O 2.009 2.305 0.838
C -1.966 0.589 0.216
O -2.845 0.820 0.950
C -1.338 -0.193 -2.673
C -0.706 -1.434 -2.436
C 0.705 -1.521 -2.361
C 1.480 -0.351 -2.542
C 0.860 0.894 -2.779
C -0.559 0.989 -2.818
H -2.427 -0.155 -2.722
H -1.293 -2.347 -2.367
H 1.177 -2.493 -2.205
H 2.565 -0.437 -2.538
H 1.475 1.785 -2.914
H -1.046 1.937 -3.017
N -0.097 0.498 2.627
C 0.176 -0.812 2.578
N 0.099 -1.530 3.721
S 0.538 -1.641 1.069
H -0.172 0.961 3.528
H 0.128 1.095 1.836
H 0.433 -2.486 3.728
H 0.047 -1.056 4.619